Entry from OMol25: a molecular structure, C18H22AsF6IrNO4 (wB97M-V/def2-TZVPD).

```
! RIJCOSX wB97M-V def2-TZVPD def2/J DEFGRID3
* xyz 0 2
Ir -0.55079 0.07215 -1.20898
C -3.40800 -2.41714 0.41550
O -2.27951 -1.54793 0.19413
C -2.06698 -1.21275 -1.06733
O -2.70596 -1.57195 -1.99480
H -3.44909 -2.56888 1.48800
H -3.25308 -3.36133 -0.10088
H -4.31745 -1.94614 0.05130
F -0.40858 2.79490 -1.39286
As -2.03159 3.02904 -2.04658
F -2.65115 2.40954 -0.56511
F -1.86678 1.25542 -2.49690
F -3.58314 2.99795 -2.73595
F -1.32911 3.43601 -3.54945
F -2.10210 4.62946 -1.50091
C 1.60221 2.79079 5.37658
C 1.42468 1.77828 4.27271
C 2.34616 0.75598 4.08175
C 2.19723 -0.19177 3.07011
C 3.21381 -1.28975 2.88822
C 1.09016 -0.08559 2.23284
C 0.15551 0.94046 2.38863
C -1.03639 1.04930 1.47864
C 0.33345 1.85771 3.41601
C 0.84501 -1.10291 1.15373
O 0.62042 -2.27007 1.36687
O 0.90299 -0.57053 -0.07944
H 2.44341 2.53108 6.01904
H 0.70639 2.85438 5.99685
H 1.78639 3.78596 4.96506
H 3.20385 0.68441 4.74425
H 3.97522 -1.24143 3.66573
H 3.71408 -1.20144 1.92064
H 2.74048 -2.27181 2.92263
H -1.63609 0.14533 1.46538
H -0.69745 1.28717 0.43108
H -1.67150 1.89592 1.72950
H -0.39391 2.65527 3.54396
C 0.77802 1.07756 -4.16518
C 0.65262 -0.37822 -3.98494
C 0.96574 -1.41451 -4.91077
C 0.74914 -2.59075 -4.24827
C 0.28862 -2.27295 -2.88071
C -0.00162 -3.23913 -1.79927
N 0.21890 -0.96802 -2.76492
H 1.50794 1.27677 -4.94995
H 1.10569 1.57996 -3.25446
H -0.16703 1.52504 -4.45784
H 1.33061 -1.27592 -5.91597
H 0.90999 -3.59115 -4.62677
H 0.70350 -4.07008 -1.86723
H -1.01130 -3.64748 -1.90249
H 0.10638 -2.79619 -0.81117
*
```

## Properties
HOMO (alpha / beta) = -8.890 / -8.894 eV
strongest force on any atom = 0.03650 hartree/bohr
HOMO-LUMO gap (alpha / beta) = 8.441 / 6.381 eV